# 1
Molecular formula: C17H22ClNO3
Method: DFT, the ωB97M-V functional and the def2-TZVPD basis

Output
energy relative to the best compared isomer or geometry (same formula, charge and spin) = 21.51 kcal/mol
SMILES string = COC(=O)[C@@H]1C[C@@H]2CC[C@@H](O)C[C@@H]2N1Cc1ccc(Cl)cc1
2S+1 = 1
lowest unoccupied orbital energy = 0.7 eV

Positions of all 44 atoms, in Å:
C  -2.6397  -0.1430  -4.5275
H  -1.8598  -0.8549  -4.8050
H  -3.0272  0.3609  -5.4091
H  -3.4365  -0.6792  -4.0084
O  -2.1026  0.8737  -3.6909
C  -1.6479  0.4762  -2.4963
O  -1.6928  -0.6622  -2.1142
C  -1.1142  1.6575  -1.6858
N  -0.5025  1.1647  -0.4724
C  -1.1754  1.4065  0.7789
C  -0.9439  0.2659  1.7363
C  -0.5362  0.4828  3.0437
C  -0.3266  -0.5801  3.9063
C  -0.5253  -1.8706  3.4479
C  -0.9325  -2.1080  2.1439
C  -1.1424  -1.0382  1.2954
H  -1.4488  -1.2012  0.2733
H  -1.0834  -3.1198  1.8018
Cl  -0.2592  -3.2054  4.5183
H  -0.0094  -0.4091  4.9233
H  -0.3787  1.4913  3.3995
H  -0.8513  2.3557  1.2449
H  -2.2499  1.4750  0.5837
C  0.9311  1.4046  -0.4813
C  1.7007  0.1515  -0.0385
C  3.0988  0.1160  -0.6604
C  3.0203  0.0370  -2.1920
C  1.6900  0.5704  -2.7251
H  0.9165  -0.1929  -2.6373
C  1.2737  1.8014  -1.9275
H  2.0990  2.5163  -1.9403
C  -0.0215  2.4339  -2.4344
H  -0.1343  2.3626  -3.5141
H  -0.0643  3.4858  -2.1486
H  1.7968  0.8257  -3.7811
H  3.8435  0.6376  -2.5817
H  3.1644  -0.9927  -2.5189
O  3.8443  1.2761  -0.3332
H  3.8493  1.3791  0.6244
H  3.6348  -0.7679  -0.2758
H  1.1485  -0.7313  -0.3565
H  1.7724  0.1210  1.0512
H  1.1787  2.2408  0.1959
H  -1.9818  2.3014  -1.4853

# 2
Molecular formula: C17H22F4N2O4S
Method: DFT, the ωB97M-V functional and the def2-TZVPD basis

Output
SMILES string = CC(C)[C@@H]1CN(c2ccc(F)c(S(C)(=O)=O)c2)CCN1C(=O)OCC(F)(F)F
2S+1 = 1
lowest unoccupied orbital energy = 0.2 eV

Positions of all 50 atoms, in Å:
O  3.0857  -2.7663  -0.6507
O  1.1101  6.2655  1.1265
O  1.6030  4.2898  2.4178
F  -1.7529  5.7838  -0.1834
F  1.7598  -5.3347  2.8184
F  3.1825  -4.0736  3.9321
F  0.9887  -3.4666  3.6876
O  1.4992  -3.3350  0.9098
C  1.8929  -2.8023  -0.2723
C  -1.8341  3.6829  -1.3588
C  -1.3643  2.3892  -1.5789
C  0.1720  2.7408  0.2346
C  -1.3184  4.5200  -0.3272
C  -0.3902  1.8844  -0.7257
C  -0.2949  4.0186  0.4842
N  0.0097  0.5553  -0.8454
N  0.9704  -2.1084  -1.0253
C  -1.2749  -3.5303  -2.3462
C  -2.9031  -2.1822  -1.0875
C  2.0800  -4.0441  3.1350
C  2.4996  -3.2631  1.9409
C  1.3758  0.2670  -1.3903
C  1.4117  -1.1257  -2.0245
C  -0.5037  -0.4514  0.0845
C  -1.4890  -2.1663  -1.6615
C  -0.6912  5.5864  2.9208
C  -0.4357  -1.8654  -0.5588
S  0.5483  5.0476  1.7319
H  -2.6038  4.0393  -2.0150
H  -1.7545  1.7518  -2.4121
H  0.9869  2.3659  0.8680
H  -1.4983  -4.3102  -1.6154
H  -0.2495  -3.6223  -2.6889
H  -1.8724  -3.6314  -3.2367
H  -3.0348  -2.9848  -0.3247
H  -3.1406  -1.2351  -0.5830
H  -3.6173  -2.3167  -1.9057
H  2.7224  -2.2269  2.2432
H  3.4338  -3.7162  1.5953
H  1.6600  0.9992  -2.1754
H  2.1291  0.3357  -0.5951
H  0.7459  -1.1650  -2.8982
H  2.4197  -1.3343  -2.3750
H  -1.5547  -0.2723  0.4009
H  0.0548  -0.4014  1.0393
H  -1.3650  -1.3783  -2.4352
H  -1.1605  4.7277  3.3624
H  -0.1729  6.2012  3.6906
H  -1.4393  6.2054  2.4125
H  -0.6262  -2.5472  0.2605

# 3
Molecular formula: C17H22F4NO3
Method: DFT, the ωB97M-V functional and the def2-TZVPD basis

Output
2S+1 = 1
total charge = +1
lowest unoccupied orbital energy = -8.1 eV

Positions of all 47 atoms, in Å:
O  -7.5983  -2.5663  -4.2342
C  -6.6302  -2.5901  -3.3086
C  -6.2202  -3.9995  -2.5179
C  -5.7101  -3.9277  -1.1194
C  -5.6217  -2.4046  -0.4480
O  -5.8660  -2.1947  0.8722
C  -5.1732  -1.1552  -1.4642
C  -4.2113  0.1098  -0.9669
F  -4.9407  1.0635  -0.0816
F  -3.9021  0.8918  -2.2221
C  -2.7650  -0.3932  -0.3818
F  -2.8407  -1.4044  0.6986
F  -2.0655  0.7941  0.1925
C  -5.7111  -1.2652  -2.8779
H  -6.3295  -5.0203  -3.1022
H  -5.4103  -4.8930  -0.5124
H  -2.1621  -0.8280  -1.3141
H  -5.5079  -0.4403  -3.7064
C  5.1863  0.9639  1.1558
C  4.0087  0.2847  0.3996
C  3.5905  1.1596  -0.8125
C  2.8200  2.4186  -0.4180
C  1.6369  2.0775  0.4809
C  2.0275  1.2216  1.7126
N  2.8741  0.0350  1.3518
O  2.0287  -0.9255  0.7647
C  2.7749  2.1044  2.7479
C  0.7171  0.8160  2.4653
C  4.6356  -1.0393  -0.1492
H  6.1594  0.6850  0.7331
H  5.1520  2.0542  1.1094
H  5.2143  0.6611  2.2095
H  2.9624  0.5745  -1.4974
H  4.4758  1.4529  -1.3900
H  3.4817  3.1339  0.0800
H  2.4571  2.9201  -1.3224
H  1.1578  3.0121  0.8066
H  0.8852  1.5486  -0.1207
H  3.1460  1.5023  3.5851
H  2.1051  2.8633  3.1716
H  3.6130  2.6588  2.3282
H  0.0081  0.2822  1.8222
H  0.1856  1.7010  2.8355
H  0.9394  0.1812  3.3318
H  4.9578  -1.6923  0.6707
H  5.5166  -0.8287  -0.7687
H  3.9480  -1.6034  -0.7889

# 4
Molecular formula: C17H22FN3O3SSi
Method: DFT, the ωB97M-V functional and the def2-TZVPD basis

Output
energy relative to the best compared isomer or geometry (same formula, charge and spin) = 1.24 kcal/mol
SMILES string = C[Si](C)(CCSCCNC(=O)n1cc(F)c(=O)[nH]c1=O)c1ccccc1
2S+1 = 1
lowest unoccupied orbital energy = 0.2 eV

Positions of all 48 atoms, in Å:
O  -4.9660  1.7050  0.6754
O  -2.5193  -1.9514  -0.3813
O  -0.4859  0.4308  -2.9902
F  -3.5842  3.2521  -1.0623
S  1.4219  -1.9448  -0.5651
C  -4.1211  1.1545  -0.0013
C  -2.8025  -0.7869  -0.5603
C  -1.1302  -0.4606  -2.4663
C  -3.4155  1.9180  -1.0124
C  -2.5364  1.2846  -1.7979
C  0.6222  -1.8160  3.8126
C  1.8645  -1.2712  3.6246
C  -0.4662  -1.4317  3.0586
C  2.0406  -0.3011  2.6837
C  -0.2629  -0.4438  2.0859
C  0.9611  0.1657  1.9663
N  -3.7890  -0.1606  0.1759
N  -2.1621  -0.0379  -1.5738
N  -0.8549  -1.7918  -2.6575
C  1.4202  -2.7021  -2.1809
C  2.4488  -0.4985  -0.7861
C  0.4401  -2.1320  -3.2355
C  -0.3911  2.5108  0.3809
C  2.5502  2.7164  1.4775
C  1.7393  0.8075  -0.8188
Si  1.2065  1.5727  0.8003
H  -1.9485  1.8946  -2.4665
H  0.4444  -2.5449  4.5707
H  2.6316  -1.5696  4.2780
H  -1.3920  -1.9381  3.2041
H  3.0268  0.0786  2.4317
H  -1.0683  -0.1270  1.4357
H  -4.2829  -0.7208  0.8407
H  -1.2822  -2.4748  -2.0350
H  2.4448  -2.6255  -2.5557
H  1.2628  -3.7665  -2.0425
H  3.2280  -0.5044  -0.0111
H  3.0390  -0.6625  -1.6732
H  0.2926  -2.8189  -4.0696
H  0.8462  -1.1858  -3.6245
H  -1.1243  1.8197  0.0111
H  -0.2372  3.3170  -0.3308
H  -0.7843  2.8876  1.3073
H  3.3517  2.1001  1.8645
H  2.8814  3.4025  0.6732
H  2.1247  3.3019  2.2867
H  0.9183  0.7689  -1.5673
H  2.3992  1.5802  -1.1795

# 5
Molecular formula: C17H22MgN2
Method: DFT, the ωB97M-V functional and the def2-TZVPD basis

Output
energy relative to the best compared isomer or geometry (same formula, charge and spin) = 0.37 kcal/mol
2S+1 = 1
total charge = -2
lowest unoccupied orbital energy = 5.5 eV

Positions of all 42 atoms, in Å:
C  -0.0501  -1.4140  -3.1473
C  -1.3734  -1.5107  -2.6259
C  -1.2994  -2.1670  -1.3642
C  0.0680  -2.4574  -1.0973
C  0.8424  -1.9909  -2.2015
Mg  -0.1110  -0.0990  -1.1938
C  -1.1082  1.5130  -2.1300
C  0.2868  1.7751  -2.6155
C  0.6334  2.3429  -3.8063
N  1.2010  1.2076  -1.6938
H  -2.1398  -2.3692  -0.6978
H  -2.2794  -1.1457  -3.1098
H  0.4600  -2.9284  -0.1941
H  1.9286  -2.0480  -2.2959
H  0.2334  -0.9113  -4.0745
H  -1.8836  1.5249  -2.9063
H  2.1876  1.3331  -1.9310
H  -1.3710  2.1464  -1.2631
H  -0.1297  2.7843  -4.4535
H  1.6838  2.4342  -4.1089
C  -2.3276  0.0986  1.0590
N  -1.8218  0.7323  2.2760
C  -1.7026  -0.2529  3.3661
C  -0.5746  1.5024  2.0558
C  0.6766  0.6499  1.9320
C  1.5530  0.5959  3.0377
C  2.7128  -0.1771  2.9974
C  3.0228  -0.9017  1.8521
C  2.1780  -0.8506  0.7471
C  0.9992  -0.0862  0.7648
H  -3.3026  -0.3939  1.2586
H  -1.6126  -0.6590  0.7056
H  -2.5046  0.8616  0.2767
H  -1.0105  -1.0799  3.0904
H  -1.3323  0.2360  4.2919
H  -2.6970  -0.6942  3.5928
H  -0.6627  2.1911  1.1888
H  -0.4662  2.1669  2.9414
H  1.3344  1.1478  3.9434
H  3.3728  -0.2125  3.8548
H  3.9284  -1.4949  1.8153
H  2.4583  -1.3986  -0.1364

# 6
Molecular formula: C17H22N2O
Method: DFT, the ωB97M-V functional and the def2-TZVPD basis

Output
energy relative to the best compared isomer or geometry (same formula, charge and spin) = 6.89 kcal/mol
SMILES string = Cc1cc2ccccc2n1CCNC(=O)C1CCCC1
2S+1 = 1
lowest unoccupied orbital energy = 0.8 eV

Positions of all 42 atoms, in Å:
C  -1.1578  -2.8011  -2.0202
C  -0.3433  -2.2852  -0.8912
C  -0.6191  -2.3467  0.4436
C  0.4184  -1.6628  1.1306
C  0.6671  -1.3786  2.4722
C  1.7935  -0.6567  2.7978
C  2.6802  -0.2184  1.8123
C  2.4572  -0.4837  0.4761
C  1.3183  -1.2041  0.1361
N  0.8405  -1.6064  -1.0857
C  1.4104  -1.2236  -2.3456
H  1.3734  -2.0603  -3.0486
H  2.4595  -0.9708  -2.1739
C  0.6732  -0.0111  -2.9626
N  0.3029  0.9514  -1.9557
C  -0.9636  0.9897  -1.4678
O  -1.8716  0.3846  -2.0026
C  -1.1958  1.8770  -0.2603
H  -1.6828  2.7873  -0.6306
C  -2.1359  1.1995  0.7436
H  -1.7633  0.1974  0.9614
H  -3.1519  1.1162  0.3646
C  -2.0203  2.0924  1.9727
C  -0.5411  2.5039  2.0141
C  0.0164  2.2552  0.5981
H  0.5348  3.1329  0.2103
H  0.7209  1.4245  0.6427
H  0.0043  1.8970  2.7362
H  -0.4333  3.5474  2.3086
H  -2.6527  2.9729  1.8469
H  -2.3280  1.5820  2.8835
H  1.0438  1.4012  -1.4438
H  1.3075  0.4587  -3.7192
H  -0.2607  -0.3343  -3.4267
H  3.1557  -0.1317  -0.2709
H  3.5553  0.3450  2.1016
H  2.0026  -0.4215  3.8313
H  -0.0172  -1.7176  3.2359
H  -1.4706  -2.8212  0.8897
H  -0.5393  -3.2646  -2.7873
H  -1.8676  -3.5354  -1.6493
H  -1.7200  -1.9805  -2.4680

# 7
Molecular formula: C17H22N2O2
Method: DFT, the ωB97M-V functional and the def2-TZVPD basis

Output
energy relative to the best compared isomer or geometry (same formula, charge and spin) = 374.11 kcal/mol
SMILES string = Cc1ccccc1CNC(=O)[C@@H]1CCC(=O)N(C2CC2)C1
2S+1 = 1
lowest unoccupied orbital energy = 0.2 eV

Positions of all 43 atoms, in Å:
C  2.9925  2.1923  0.2980
C  3.8335  0.8861  0.0762
C  5.0469  0.8097  0.7183
C  5.6649  -0.4879  0.6097
C  5.1565  -1.6625  -0.3068
C  3.8782  -1.4105  -0.7739
C  3.1137  -0.2728  -0.5539
C  1.8568  -0.0388  -1.5609
N  0.7786  -0.6776  -0.7558
C  -0.0838  -0.0683  -0.0080
O  -0.2758  1.3874  -0.0185
C  -1.1744  -0.8183  0.7096
C  -2.2088  -0.2672  1.2764
N  -3.3437  0.0570  0.5323
C  -3.9123  -1.1928  -0.1123
O  -4.9957  -1.2565  -0.5092
C  -3.0175  -2.5578  0.3885
C  -1.6378  -2.1449  0.0546
H  -1.4591  -1.7291  -1.1525
H  -1.0194  -2.9363  0.2452
H  -3.4770  -3.2439  -0.3321
H  -3.2589  -2.5412  1.5535
C  -4.0404  1.3312  0.3411
C  -3.3133  2.4356  -0.0571
C  -4.2384  1.8681  -1.3631
H  -5.0837  2.2099  -1.3691
H  -3.8465  0.8894  -1.9167
H  -2.1619  2.4009  -0.4574
H  -3.5735  3.3274  0.2668
H  -4.7952  1.3696  1.0728
H  -2.5251  -0.4031  2.3032
H  -1.9159  0.9105  1.4341
H  -0.4526  -1.2544  1.6768
H  0.9031  -1.8225  -0.5376
H  1.9131  -0.6299  -2.4041
H  1.6100  1.1761  -1.5553
H  3.5851  -2.1161  -1.6221
H  5.6851  -2.3863  0.0171
H  6.5257  -0.5221  1.1830
H  5.1523  1.6486  1.4580
H  3.1029  2.6889  -0.5504
H  1.7455  2.1068  0.6534
H  3.2663  2.7453  1.0482

# 8
Molecular formula: C17H22N3O4Re
Method: DFT, the ωB97M-V functional and the def2-TZVPD basis

Output
energy relative to the best compared isomer or geometry (same formula, charge and spin) = 25.16 kcal/mol
2S+1 = 2
total charge = +1
lowest unoccupied orbital energy (alpha / beta) = -4.0 / -3.7 eV
⟨S²⟩ = 0.78

Positions of all 47 atoms, in Å:
Re  0.3033  -0.4024  -0.2161
O  -1.4929  0.3778  0.5097
N  -1.8195  1.5230  0.0460
N  -0.9537  2.0936  -0.6829
O  0.2466  1.5558  -0.9110
C  -1.3101  3.2468  -1.4020
C  -0.5756  3.5806  -2.5336
C  -1.0196  4.6089  -3.3431
C  -2.1713  5.3065  -3.0146
C  -2.8675  4.9979  -1.8534
C  -2.4443  3.9656  -1.0388
H  0.3104  3.0160  -2.7786
H  -0.4706  4.8533  -4.2385
H  -2.5253  6.0977  -3.6562
H  -3.7493  5.5566  -1.5840
H  -2.9799  3.7037  -0.1407
O  1.3031  0.4992  2.1614
C  0.8254  -0.0164  3.4017
C  -0.0722  -1.2148  3.1176
C  0.7036  -2.3310  2.3851
C  -0.1804  -2.9937  1.3779
C  -0.8403  -4.1809  1.6655
C  -1.7014  -4.7384  0.7383
C  -1.8545  -4.0937  -0.4828
C  -1.1702  -2.9186  -0.7070
N  -0.3470  -2.3613  0.2016
H  1.6395  1.3917  2.2960
H  0.2556  0.7502  3.9349
H  1.6810  -0.3188  4.0182
H  -0.8981  -0.8692  2.4898
H  -0.4908  -1.5911  4.0510
H  1.0690  -3.0682  3.0975
H  1.5556  -1.8843  1.8572
H  -0.6671  -4.6552  2.6174
H  -2.2339  -5.6508  0.9574
H  -2.4942  -4.4961  -1.2507
H  -1.2756  -2.3922  -1.6523
C  3.4767  0.8147  -0.1107
O  3.2802  -0.3856  -0.8436
C  2.1105  -0.9635  -0.9380
C  2.2777  -2.2032  -1.7818
H  3.8129  0.5661  0.8991
H  2.5567  1.4076  -0.0675
H  4.2599  1.3684  -0.6290
H  3.2958  -2.2703  -2.1618
H  1.5817  -2.1923  -2.6180
H  2.0601  -3.0899  -1.1865

So what do the calculations give for total energy? Going down the list: -1401.6805 -1869.0957 -1340.2049 -1838.5947 -970.4544 -845.7905 -920.4699 -1204.0799 Ha.
So what do the calculations give for max |F|? Going down the list: 0.763 4.188 10.975 3.027 2.606 0.572 14.329 1.439 eV/Å.